C10H22EuIO4P2 | ωB97M-V with the def2-TZVPD basis set

```
40
Properties=species:S:1:pos:R:3:forces:R:3:lowdin_charge:R:1
C -0.028149 -0.202795 -3.117292 0.64 -0.07 -1.04 0.00
C -0.899064 -0.229087 -1.916183 -5.94 -0.89 -5.44 -0.49
H -0.675758 -0.334433 -4.001322 0.37 0.05 0.28 0.14
H 0.730545 -0.992796 -3.084022 -0.18 -0.06 0.06 0.09
H 0.529534 0.737589 -3.193840 -0.19 0.01 0.06 0.09
O -2.099349 -0.373847 -1.963998 2.44 0.26 0.62 0.20
I 1.111884 0.333809 2.703801 2.88 1.62 0.91 1.04
Eu 0.098515 0.044994 -0.066838 8.89 -1.98 2.20 1.20
P -0.151532 2.405631 -0.082651 -1.45 6.51 -0.24 0.61
C -1.656567 3.011604 0.718394 -0.33 0.14 0.12 -0.22
C 1.210778 3.236482 0.763036 0.43 0.09 0.10 -0.29
H 1.273718 4.266652 0.403061 0.13 -0.05 0.12 0.07
H -0.271762 4.194899 -1.682935 0.00 -0.06 -0.19 0.07
H 2.152243 2.704072 0.566921 -0.09 0.34 0.06 0.04
H 0.737239 2.848633 -2.280490 -0.16 0.22 0.07 0.05
H -1.664465 2.679048 1.764718 -0.05 0.15 -0.18 0.06
H 1.022520 3.213491 1.841452 0.06 0.13 -0.24 0.02
C -0.187522 3.106876 -1.746649 0.09 0.23 -0.47 -0.24
H -1.679412 4.103861 0.671620 -0.09 -0.07 0.10 0.08
H -1.037967 2.703150 -2.310911 0.11 0.20 0.10 0.06
H -2.544617 2.605890 0.213401 0.21 0.17 0.13 0.07
P 0.416149 -2.402613 0.204256 -0.05 -4.19 -0.13 0.67
C -0.935908 -3.217110 1.113345 -0.49 -1.20 -0.22 -0.17
C 0.557732 -3.263214 -1.339103 0.45 -1.14 -0.49 -0.26
H 2.704521 -2.047684 0.878020 -0.05 -0.37 0.12 0.05
H 2.207043 -3.776397 0.928549 0.15 0.14 0.20 0.07
H 1.700628 -2.633850 2.224069 0.07 -0.11 -0.25 0.04
C 1.903728 -2.748427 1.154428 0.54 -0.22 0.01 -0.25
H 1.405913 -2.867049 -1.907783 -0.02 -0.21 0.00 0.05
H 0.727210 -4.323129 -1.131113 0.01 -0.07 -0.49 0.07
H -0.712553 -4.257859 1.205778 -0.17 -0.98 -0.14 0.07
H -1.883842 -3.068838 0.577263 0.17 -0.26 0.07 0.08
H -0.353360 -3.142416 -1.933066 0.06 -0.13 0.08 0.06
H -1.043016 -2.769797 2.111357 0.02 -1.79 -0.95 0.04
C -1.758728 -0.109000 0.806733 -2.34 1.21 -0.70 -0.35
O -2.709430 -0.231691 1.329059 -5.57 -0.26 1.33 0.26
O -1.642083 0.088289 3.466970 -0.48 0.36 -0.41 0.06
C -1.186651 -0.916997 3.085929 0.56 -1.41 1.50 -0.43
O -0.503531 -1.154996 1.711718 -0.85 3.64 4.70 -0.89
H -1.148358 -1.789864 3.798141 0.24 0.04 -1.36 0.19
```
Positions in Å, forces in eV/Å.

Output
- Total charge: +2
- Multiplicity: 7
- Calculated total energy: -2384.86220 hartree
- HOMO level (alpha / beta): -14.9 / -14.9 eV